Density functional theory data (ωB97M-V/def2-TZVPD) for a single C3H3N5 molecule.

```
11
C3H3N5 (ωB97M-V/def2-TZVPD)
N -2.288 -0.060 0.415
C -1.188 0.036 -0.248
N -0.545 1.146 -0.848
N 0.569 1.379 -0.550
C 1.444 0.539 0.090
C 1.222 -0.749 0.171
N 0.358 -1.349 -0.592
N -0.763 -1.018 -1.001
H -2.772 0.755 0.999
H 2.175 0.753 0.756
H 1.786 -1.432 0.806
```

Results
HOMO-LUMO gap	8.541	eV
LUMO level	-0.682	eV
molar mass	109.092	g mol⁻¹
ΔE to the lowest compared entry with this formula, charge and spin	4.949	eV
total charge	0
E_HOMO	-9.2	eV